[1]
This record from OMol25 describes C24H30BCaCsF6MgN3Na2O17PS2 as an isolated structure at a distorted geometry. The level of theory is wB97M-V/def2-TZVPD.

As for the HOMO energy: -0.3761 Ha. Its charge is +2. As for the multiplicity: 1.

```
89
Properties=species:S:1:pos:R:3:lowdin_charge:R:1
O 0.0177 -2.5425 -1.0356 -0.312
P 0.3294 -2.1688 -2.4456 0.521
O -0.6863 -2.9293 -3.4329 -0.094
O 0.0939 -0.6410 -2.7618 -0.059
C 2.0345 -2.5492 -2.9960 -0.319
O 2.7642 -1.4464 -3.5671 -0.161
B 4.1271 -2.0512 -3.6578 -0.819
O 4.2019 -3.3179 -2.9119 -0.291
C 2.9745 -3.4796 -2.1488 -0.208
C 3.3003 -3.0849 -0.7148 -0.136
C 2.4623 -3.3515 0.3743 -0.033
C 2.8276 -2.9320 1.6348 -0.176
N 3.9500 -2.3018 2.0132 0.099
C 4.7361 -2.1106 0.9492 -0.100
C 4.4881 -2.4376 -0.3741 0.017
H -0.6655 -3.8761 -3.2206 0.113
H 0.8736 -0.1282 -2.4778 0.128
H 1.8414 -3.1924 -3.9135 0.050
H 4.7430 -1.3139 -2.9143 0.105
H 4.7122 -1.9822 -4.7079 0.018
H 2.7815 -4.5592 -2.1531 0.122
H 1.5253 -3.8777 0.2331 0.103
H 2.1157 -3.1315 2.4424 0.103
H 5.6909 -1.6291 1.1673 0.127
H 5.2134 -2.1869 -1.1354 0.108
Ca 4.7197 -4.1964 -5.0956 1.026
C -0.8034 -2.3324 5.5437 -0.337
O -1.7744 -2.9778 5.8783 0.026
N -0.7239 -1.6172 4.3948 -0.189
C 0.4609 -0.8617 4.0308 -0.037
C -1.8755 -1.6246 3.5151 -0.051
H 0.1101 -2.2784 6.1575 0.129
H 0.2095 0.1921 3.9236 0.068
H 0.8567 -1.2338 3.0790 0.068
H 1.2267 -0.9667 4.7972 0.088
H -2.7432 -1.2302 4.0458 0.101
H -2.0897 -2.6549 3.2143 0.086
H -1.6826 -1.0142 2.6304 0.052
O 0.0212 2.2455 2.9443 0.127
C -0.4410 2.3844 1.8525 -0.475
O 0.1966 3.0386 0.8530 0.041
C -0.6601 3.1335 -0.2984 -0.154
C -1.6679 2.0084 -0.1363 -0.164
C -1.8062 1.9165 1.3792 -0.059
H -1.1333 4.1154 -0.3011 0.132
H -0.0646 3.0307 -1.2029 0.122
H -2.6059 2.1963 -0.6544 0.102
H -1.2460 1.0727 -0.5299 0.095
H -2.5661 2.5982 1.7622 0.142
H -2.0058 0.9032 1.7150 0.092
C -6.5258 2.3150 -5.1033 -0.685
F -7.8299 2.4058 -4.8791 0.162
F -6.1437 1.0604 -4.8494 0.138
F -6.3072 2.5481 -6.3958 0.151
S -5.6033 3.5001 -4.0496 0.650
O -5.9082 3.1236 -2.7056 -0.243
O -6.0959 4.8304 -4.4525 -0.220
N -4.1666 3.1646 -4.5667 -0.246
S -2.9670 4.0092 -3.9146 0.606
O -2.6896 3.7140 -2.5377 -0.270
O -2.9134 5.3856 -4.2857 -0.234
C -1.6062 3.2039 -4.8413 -0.679
F -1.7352 3.3607 -6.1575 0.147
F -1.5790 1.8783 -4.6037 0.105
F -0.4221 3.6999 -4.4940 0.148
C 6.0149 -3.1575 7.5983 0.124
C 4.6160 -3.3436 7.7452 -0.392
C 3.8095 -3.1167 6.4695 -0.435
O 2.6095 -3.3002 6.3852 0.047
C 4.5366 -2.6455 5.2796 -0.057
C 5.9584 -2.4420 5.1468 -0.440
C 6.7549 -2.7802 6.4080 -0.374
O 7.9705 -2.7387 6.4370 0.102
O 6.5353 -2.0466 4.1543 0.082
O 4.0221 -3.6668 8.7603 0.102
H 6.6496 -3.3183 8.4620 0.134
H 3.8918 -2.4220 4.4314 0.057
Na -1.9537 -2.1400 -0.9710 0.728
Cs 2.1904 -2.2584 -6.5028 0.905
Na 3.5806 -6.9249 -3.8609 0.397
C -6.9669 7.6717 -1.5444 0.006
C -7.4163 7.4060 -3.0178 -0.252
O -6.6012 6.4998 -3.5131 0.137
H -5.9492 8.0533 -1.5176 0.092
H -7.6318 8.4232 -1.1128 0.101
H -7.0237 6.7762 -0.9282 0.094
H -7.4586 8.3696 -3.5573 0.147
H -8.4975 7.1473 -2.9341 0.204
Mg 4.4868 -4.8708 4.2757 1.024
```

***

[2]
This record from OMol25 describes C24H30Be2K2N6O12S3 as an isolated structure at a distorted geometry. The level of theory is wB97M-V/def2-TZVPD.

As for the HOMO energy: -0.2505 Ha. Its charge is 0. As for the multiplicity: 1.

```
79
Properties=species:S:1:pos:R:3:lowdin_charge:R:1
K 4.4040 5.1741 -0.1317 0.976
K -0.1030 5.5557 4.2322 0.965
Be -7.1901 1.7846 1.0051 0.111
Be -2.9936 5.2534 -3.3270 0.198
S -5.9358 6.8317 2.5161 0.293
O -4.9338 7.1232 3.5437 -0.296
O -6.9241 5.8344 3.0055 -0.177
O -6.6403 8.0365 1.9889 -0.267
O -5.2399 6.0045 1.4768 -0.177
S 0.1649 9.3763 -2.3562 0.150
O -0.8982 9.2836 -3.3337 -0.192
O 1.4605 9.7604 -2.9120 -0.209
O -0.0656 10.4460 -1.4309 -0.175
O 0.2201 8.0822 -1.7713 -0.256
S -0.7047 0.7188 0.1176 0.167
O -1.9978 0.7060 0.7279 -0.218
O -0.2480 -0.6466 -0.2356 -0.305
O -0.8393 1.4640 -1.1149 -0.232
O 0.2881 1.3791 0.9911 -0.385
N -4.2498 -5.7922 -0.4117 -0.002
C -4.7972 -6.6692 -1.3563 -0.119
C -5.9686 -7.1710 -0.8027 -0.138
C -6.0366 -6.7367 0.5071 -0.124
C -4.9029 -5.9458 0.7515 -0.147
H -3.5160 -5.1169 -0.5716 0.149
H -4.4839 -6.7683 -2.3851 0.096
H -6.7038 -7.7791 -1.3088 0.092
H -6.8350 -6.9921 1.1880 0.088
H -4.5721 -5.3727 1.6050 0.105
N -0.3306 1.5787 8.8297 -0.009
C -0.3911 2.4215 9.8925 -0.149
C -1.3202 3.4219 9.6535 -0.099
C -1.8892 3.0421 8.4316 -0.146
C -1.3450 1.8569 7.9642 -0.130
H 0.3608 0.8559 8.6897 0.152
H 0.2710 2.1863 10.7127 0.107
H -1.5290 4.2826 10.2715 0.094
H -2.7043 3.5509 7.9385 0.088
H -1.4802 1.2770 7.0631 0.108
N 1.3464 -3.8643 4.2289 0.007
C 2.1624 -3.2412 5.1054 -0.172
C 2.3848 -4.0836 6.1498 -0.140
C 1.3937 -5.0738 6.1291 -0.112
C 0.9071 -5.0476 4.8328 -0.121
H 1.1215 -3.5589 3.2928 0.150
H 2.6190 -2.3181 4.7799 0.104
H 3.1813 -4.0972 6.8791 0.091
H 1.2511 -5.9411 6.7567 0.092
H 0.2606 -5.7078 4.2737 0.102
N 2.4248 -5.9175 -2.9679 -0.007
C 2.9982 -7.0079 -2.3643 -0.147
C 3.6379 -7.6911 -3.3396 -0.145
C 3.2987 -7.1656 -4.6008 -0.100
C 2.5610 -6.0041 -4.3233 -0.136
H 2.0553 -5.1065 -2.4926 0.147
H 3.0419 -7.1017 -1.2892 0.107
H 4.2677 -8.5447 -3.1368 0.092
H 3.6303 -7.5000 -5.5727 0.087
H 2.3001 -5.2245 -5.0236 0.102
N -2.1095 3.5874 -8.3297 0.009
C -0.9442 3.2081 -7.7449 -0.185
C -0.1222 4.2416 -7.5619 -0.115
C -0.8262 5.3340 -8.1062 -0.143
C -2.0406 4.9724 -8.5721 -0.110
H -2.8707 2.9482 -8.5082 0.144
H -0.8432 2.1877 -7.4058 0.109
H 0.8301 4.3762 -7.0706 0.096
H -0.4094 6.3297 -8.0705 0.094
H -2.8945 5.4268 -9.0526 0.104
N 5.7137 -0.0811 -2.3304 -0.011
C 6.7832 0.1755 -1.5253 -0.120
C 7.6708 1.0096 -2.2929 -0.097
C 7.0909 1.0680 -3.5699 -0.149
C 5.8790 0.4650 -3.5599 -0.152
H 4.8337 -0.4905 -2.0509 0.154
H 6.7683 -0.1744 -0.5036 0.097
H 8.5861 1.4308 -1.9038 0.080
H 7.4998 1.5348 -4.4539 0.094
H 5.1606 0.3504 -4.3581 0.115
```

***

[3]
This record from OMol25 describes C24H30ClFeN12O6 as an isolated structure. The level of theory is wB97M-V/def2-TZVPD.

As for the HOMO energy (alpha / beta): -0.2891 / -0.2886 Ha. Its charge is 0. As for the multiplicity: 6.

```
74
Properties=species:S:1:pos:R:3:lowdin_charge:R:1
Fe 0.2263 -0.7334 -0.1182 1.156
C -4.1013 1.7819 1.9169 -0.037
N -3.1460 1.9532 0.8341 -0.138
C -3.7252 2.3392 -0.4442 -0.024
C -2.0059 1.2563 0.8147 -0.465
O -1.3003 1.1483 -0.1860 -0.032
C -1.5345 0.6386 2.1186 -0.094
O -0.2346 0.0676 1.9752 -0.168
C 0.8396 0.8564 2.4918 -0.088
C 1.5422 1.6046 1.3571 -0.389
O 1.2211 1.3548 0.1958 0.006
N 2.4104 2.5708 1.6803 -0.116
C 3.0920 3.3152 0.6313 0.000
C 2.9664 2.7299 3.0121 -0.019
H -4.8025 2.6139 1.8918 0.092
H -3.6106 1.7916 2.8868 0.082
H -4.6533 0.8447 1.7968 0.095
H -4.2610 3.2797 -0.3222 0.089
H -4.4128 1.5633 -0.7899 0.099
H -2.9356 2.4588 -1.1780 0.084
H -2.2203 -0.1589 2.4030 0.136
H -1.5140 1.3898 2.9104 0.129
H 1.5482 0.1770 2.9616 0.139
H 0.4528 1.5486 3.2426 0.130
H 2.5249 3.2434 -0.2906 0.096
H 4.0901 2.9205 0.4671 0.079
H 3.1694 4.3589 0.9375 0.097
H 2.3674 2.2237 3.7622 0.082
H 3.0077 3.7901 3.2630 0.097
H 3.9806 2.3249 3.0465 0.099
N -1.5844 -3.9994 -0.1422 0.147
C -2.3294 -2.8699 0.0215 -0.459
N -3.6434 -2.9162 0.1611 0.042
N -4.0028 -1.6314 0.2672 -0.057
N -2.9795 -0.8677 0.1877 -0.077
N -1.8453 -1.6214 0.0335 0.023
C -0.2196 -4.0010 -0.0793 -0.468
N 0.4767 -5.1177 -0.0206 0.041
N 1.7554 -4.6999 -0.0468 -0.051
N 1.8141 -3.4284 -0.1061 -0.057
N 0.5507 -2.9059 -0.1305 -0.007
H -2.0557 -4.8840 -0.0598 0.146
C 7.0098 0.4561 2.0981 -0.029
C 6.5323 0.9651 0.7680 -0.201
C 7.0818 2.0914 0.1792 -0.074
C 6.6557 2.5156 -1.0731 -0.682
Cl 7.3807 3.9275 -1.7892 0.648
C 5.6670 1.8317 -1.7487 -0.108
C 5.0909 0.7073 -1.1667 -0.001
C 5.5282 0.2710 0.0769 -0.238
O 5.0252 -0.8100 0.7222 -0.016
C 4.1757 -1.6702 -0.0220 -0.075
C 2.7384 -1.1768 -0.0562 -0.631
O 2.1664 -0.9479 -1.1508 -0.039
O 2.1071 -0.9837 1.0172 -0.042
H 7.7170 1.1516 2.5473 0.079
H 7.4990 -0.5126 1.9835 0.091
H 6.1780 0.2949 2.7856 0.079
H 7.8551 2.6445 0.6969 0.111
H 5.3298 2.1757 -2.7166 0.108
H 4.2792 0.2067 -1.6771 0.107
H 4.1854 -2.6325 0.4813 0.132
H 4.5371 -1.7922 -1.0432 0.137
C -0.0828 -0.1664 -4.9466 -0.053
C -0.0871 0.9515 -4.1290 -0.039
C -0.0998 0.7771 -2.7570 -0.098
N -0.1063 -0.4368 -2.2015 -0.016
C -0.0844 -1.5160 -2.9871 -0.096
C -0.0823 -1.4227 -4.3655 -0.034
H -0.0721 -0.0602 -6.0235 0.111
H -0.0806 1.9498 -4.5429 0.108
H -0.0963 1.6119 -2.0760 0.103
H -0.0603 -2.4722 -2.4814 0.109
H -0.0746 -2.3223 -4.9636 0.113
```

***

Table of E (a.u.), in record order: -5359.27040; -4587.05579; -3764.98160